{"formula": "C4H6Br3NO2", "method": "the ωB97M-V functional and the def2-TZVPD basis", "gap_ev": 7.6, "molar_mass_g_mol": 339.81, "charge": 0, "smiles": "CC(C)=C(Br)[N+](=O)[O-].BrBr", "total_energy_ha": -8083.13537, "e_above_lowest_kcal_mol": 8.8, "species": ["C", "C", "C", "C", "Br", "N", "O", "O", "H", "H", "H", "H", "H", "H", "Br", "Br"], "xyz": [[-0.40467, 0.84695, -1.05771], [0.39354, -0.28594, -0.38028], [0.40815, -1.58942, -1.16736], [1.10069, -0.16447, 0.73832], [2.31255, -1.50775, 1.34284], [1.08152, 0.99324, 1.61373], [0.23807, 1.77686, 1.38622], [1.90398, 1.05353, 2.49575], [-1.31108, 1.02341, -0.64811], [-0.61776, 0.52456, -2.05545], [0.14062, 1.89732, -1.01872], [-0.14159, -1.58078, -2.04673], [0.17324, -2.41753, -0.66133], [1.42878, -1.80811, -1.45052], [-2.56953, -0.09524, 2.00556], [-4.13650, 1.33337, 0.90379]]}

{"formula": "C4H6BrN", "method": "the ωB97M-V functional and the def2-TZVPD basis", "gap_ev": 10.2, "molar_mass_g_mol": 148.00, "charge": 0, "smiles": "[H]/N=C(\\C)C#C.Br", "total_energy_ha": -2784.67193, "e_above_lowest_kcal_mol": 49.3, "species": ["H", "N", "C", "C", "C", "C", "H", "H", "H", "H", "Br", "H"], "xyz": [[-0.96674, -0.51249, -2.25206], [-0.64518, 0.23885, -1.63384], [-0.74242, 0.03721, -0.37639], [-1.47932, -1.08745, 0.24422], [-0.11266, 1.00272, 0.41836], [0.55414, 1.91933, 0.81551], [-2.45195, -1.41479, -0.25536], [-1.72102, -0.69449, 1.28351], [-0.71850, -1.98868, 0.35664], [1.21146, 2.66774, 1.11487], [2.86193, 0.01366, -0.15973], [4.21027, -0.18158, 0.44428]]}

{"formula": "C4H6BrN2O", "method": "the ωB97M-V functional and the def2-TZVPD basis", "gap_ev": 5.5, "molar_mass_g_mol": 178.01, "charge": -1, "total_energy_ha": -2914.74360, "species": ["C", "C", "Br", "C", "N", "N", "C", "O", "H", "H", "H", "H", "H", "H"], "xyz": [[1.02996, -0.98182, -0.19614], [1.07761, 0.51165, 0.04613], [1.47443, 0.83990, 1.93756], [-0.18155, 1.26403, -0.42139], [-1.37818, 1.03314, 0.29342], [-2.00588, -0.15919, -0.33426], [-2.38811, -0.96053, 0.48672], [-2.50883, -1.81088, 1.30450], [0.75480, -1.15938, -1.23040], [0.38983, -1.50455, 0.50177], [2.03356, -1.38228, -0.06551], [1.92681, 0.91046, -0.50475], [0.04987, 2.32964, -0.31284], [-0.27433, 1.06980, -1.50482]]}

{"formula": "C4H6BrNO", "method": "the ωB97M-V functional and the def2-TZVPD basis", "gap_ev": 10.5, "molar_mass_g_mol": 164.00, "charge": 0, "smiles": "O=CNC1(Br)CC1", "total_energy_ha": -2859.97916, "e_above_lowest_kcal_mol": 19.1, "species": ["O", "C", "N", "C", "Br", "C", "C", "H", "H", "H", "H", "H", "H"], "xyz": [[0.63468, -2.66926, -0.73938], [0.39316, -2.24016, 0.37249], [-0.37179, -1.14874, 0.70393], [-0.86997, -0.06253, -0.04527], [-2.83672, -0.04288, -0.02030], [-0.18360, 0.44782, -1.19088], [-0.07387, 1.23641, 0.07935], [0.87521, -2.64323, 1.27128], [-0.69326, -1.17035, 1.65174], [-0.93140, 0.85195, -1.89903], [0.64667, -0.07050, -1.74777], [0.84474, 1.01674, 0.45853], [-0.64041, 2.22239, 0.11964]]}

{"formula": "C4H6BrNO2S2", "method": "the ωB97M-V functional and the def2-TZVPD basis", "gap_ev": 8.3, "molar_mass_g_mol": 244.14, "charge": 0, "smiles": "NS(=O)(=O)[C@@H]1C[C@@H]1C(=S)Br", "total_energy_ha": -3731.52409, "e_above_lowest_kcal_mol": 30.9, "species": ["N", "S", "O", "O", "C", "C", "C", "C", "S", "Br", "H", "H", "H", "H", "H", "H"], "xyz": [[-1.32015, -0.39231, -1.31457], [-1.58753, -0.18494, 0.35904], [-2.06882, -1.52496, 0.77386], [-2.31978, 0.97359, 0.58663], [0.10926, 0.05849, 1.27184], [0.78205, 1.29439, 0.68998], [1.45870, -0.06117, 0.55577], [1.46882, -0.36368, -0.87999], [1.33207, 0.73805, -2.05694], [1.59201, -2.23623, -1.30162], [-2.15033, -0.29533, -1.88855], [-0.81421, -1.22096, -1.45184], [-0.03645, -0.27556, 2.23544], [1.05042, 2.08106, 1.39255], [0.28845, 1.74025, -0.12725], [2.21549, -0.33070, 1.15565]]}

{"formula": "C4H6BrNS", "method": "the ωB97M-V functional and the def2-TZVPD basis", "gap_ev": 9.6, "molar_mass_g_mol": 180.07, "charge": 0, "smiles": "Brc1nccs1.C", "total_energy_ha": -3182.93414, "e_above_lowest_kcal_mol": 22.7, "species": ["Br", "C", "N", "C", "C", "S", "H", "H", "C", "H", "H", "H", "H"], "xyz": [[1.64394, 2.50848, 1.41937], [1.28758, 1.31667, 0.04551], [0.14881, 1.32203, -0.60097], [0.04226, 0.34950, -1.50114], [1.17848, -0.46950, -1.60603], [2.36490, 0.00449, -0.44052], [-0.72293, 0.34155, -2.27587], [1.33486, -1.23044, -2.18967], [-1.46106, -0.83813, 1.49699], [-0.87440, 0.08179, 1.12872], [-2.43149, -0.77205, 0.97293], [-1.47950, -0.93565, 2.58162], [-1.03143, -1.67873, 0.96906]]}

{"formula": "C4H6BrNS", "method": "the ωB97M-V functional and the def2-TZVPD basis", "gap_ev": 8.1, "molar_mass_g_mol": 180.07, "charge": 0, "total_energy_ha": -3182.90313, "e_above_lowest_kcal_mol": 42.1, "species": ["C", "C", "C", "C", "N", "S", "Br", "H", "H", "H", "H", "H", "H"], "xyz": [[2.95270, 0.11323, -0.33594], [0.80942, 0.60233, -1.08942], [0.29429, -0.68516, -0.38086], [-0.21752, -0.35350, 1.01721], [2.14480, 0.92627, -0.74930], [1.59304, -1.93453, -0.31422], [4.67405, 0.16340, 0.18024], [0.76881, 0.49460, -2.17774], [0.17934, 1.44576, -0.79697], [-0.51104, -1.09657, -0.99179], [-0.65922, -1.23192, 1.47552], [-0.97106, 0.43126, 0.97265], [0.60762, -0.02392, 1.64607]]}

{"formula": "C4H6BrNSe", "method": "the ωB97M-V functional and the def2-TZVPD basis", "gap_ev": [6.4, 6.9], "spin_multiplicity": 3, "molar_mass_g_mol": 226.96, "charge": 0, "total_energy_ha": -5186.02826, "e_above_lowest_kcal_mol": 6.0, "species": ["C", "C", "C", "C", "N", "Se", "Br", "H", "H", "H", "H", "H", "H"], "xyz": [[0.97053, -1.00404, -2.20719], [-1.42982, 1.09532, -0.21402], [0.39021, -0.56535, 0.96918], [2.08063, -0.21126, -2.16481], [-0.04969, -1.55733, -2.07165], [0.10841, 1.18084, 1.08139], [1.87573, 1.75546, -1.91518], [-1.72177, 2.10187, -0.46480], [-1.17651, 0.41542, -1.04448], [-2.16766, 0.53120, 0.53615], [0.07333, -0.99640, -0.04177], [0.70710, -1.24744, 1.77353], [3.01993, -0.64576, -2.30089]]}

{"formula": "C4H6Cl2N2O2", "method": "the ωB97M-V functional and the def2-TZVPD basis", "gap_ev": [8.9, 7.3], "molar_mass_g_mol": 185.01, "charge": 0, "total_energy_ha": -1336.27943, "e_above_lowest_kcal_mol": 59.6, "species": ["C", "C", "C", "C", "N", "N", "O", "O", "Cl", "Cl", "H", "H", "H", "H", "H", "H"], "xyz": [[1.76254, -0.17746, 0.94792], [-0.50398, -1.18554, 0.16494], [-1.10436, 0.88071, -0.99044], [0.96835, -1.01038, 0.02829], [0.21288, 1.23754, -1.35817], [-1.16043, 0.11478, 0.27095], [2.96668, -0.21920, 0.97796], [1.05010, 0.61885, 1.75111], [1.82100, -1.94330, -1.07246], [0.85863, 2.51971, -0.51094], [-0.87934, -1.79606, -0.66829], [-0.72205, -1.71333, 1.10354], [-1.75366, 1.75400, -0.84177], [-1.49186, 0.27883, -1.83095], [-2.12912, -0.00319, 0.55324], [0.10460, 0.64404, 1.47505]]}

{"formula": "C4H6Cl2N2P2", "method": "the ωB97M-V functional and the def2-TZVPD basis", "gap_ev": [6.5, 6.5], "molar_mass_g_mol": 214.96, "charge": 0, "total_energy_ha": -1868.46692, "e_above_lowest_kcal_mol": 105.1, "species": ["C", "C", "C", "C", "N", "N", "P", "P", "Cl", "Cl", "H", "H", "H", "H", "H", "H"], "xyz": [[-0.11477, -0.82995, -0.92205], [-1.44861, -1.17819, -0.92425], [0.84257, -1.86130, -1.54189], [1.47978, 0.84833, 0.08082], [-0.76209, 0.69884, 0.68629], [0.20100, 0.17254, -0.10827], [-2.14735, 0.03161, 0.37248], [-2.99533, 1.54512, 1.97087], [-2.10459, 3.16810, 1.52830], [-1.79913, 0.85053, 3.49755], [1.72818, -1.30643, -1.97133], [0.39938, -2.47108, -2.28198], [1.28219, -2.54673, -0.82136], [1.66390, 1.51384, -0.75965], [1.43498, 1.21088, 1.00180], [2.33988, 0.15387, 0.19266]]}

{"formula": "C4H6Cl2N3", "method": "the ωB97M-V functional and the def2-TZVPD basis", "gap_ev": 8.3, "molar_mass_g_mol": 167.02, "charge": 1, "smiles": "[NH2+]=C1CNC=NC1(Cl)Cl", "total_energy_ha": -1240.38493, "e_above_lowest_kcal_mol": 28.1, "species": ["N", "C", "C", "N", "C", "N", "C", "Cl", "Cl", "H", "H", "H", "H", "H", "H"], "xyz": [[-0.06747, -1.94561, 0.66224], [-0.05690, -0.68515, 0.40632], [1.17273, 0.13898, 0.46614], [1.13534, 1.26245, -0.43781], [0.05115, 1.48671, -1.19415], [-1.06771, 0.88870, -1.07796], [-1.36679, 0.00930, -0.05386], [-2.47958, -1.26609, -0.64561], [-2.54933, 0.99701, 1.17925], [0.77180, -2.49747, 0.81197], [-0.97986, -2.41741, 0.66007], [1.23092, 0.50757, 1.50930], [2.06834, -0.47406, 0.28727], [1.99576, 1.76706, -0.59442], [0.14162, 2.22801, -1.97874]]}

{"formula": "C4H6Cl2N3S", "method": "the ωB97M-V functional and the def2-TZVPD basis", "gap_ev": 8.0, "molar_mass_g_mol": 199.09, "charge": 1, "total_energy_ha": -1638.51630, "e_above_lowest_kcal_mol": 39.5, "species": ["C", "C", "C", "C", "N", "N", "N", "S", "Cl", "Cl", "H", "H", "H", "H", "H", "H"], "xyz": [[0.49997, 1.76063, 0.36611], [1.69514, 0.49243, -1.24971], [-0.32968, -0.56789, -0.46950], [-1.94911, -1.50541, 1.49781], [-0.07840, 0.81896, 0.95771], [1.18483, 1.69213, -0.88065], [1.00447, -0.66200, -1.01861], [-0.70913, -2.14577, 0.38386], [3.20956, 0.44230, -2.00662], [-1.64054, 0.20530, -1.34261], [0.69141, 2.75782, 0.82598], [-2.15088, -2.24709, 2.23375], [-2.97754, -1.25403, 1.06726], [-1.62155, -0.51376, 1.89874], [1.77635, 2.41363, -1.24943], [1.39509, -1.68726, -1.01409]]}

{"formula": "C4H6Cl2O", "method": "the ωB97M-V functional and the def2-TZVPD basis", "gap_ev": 8.7, "molar_mass_g_mol": 141.00, "charge": 0, "total_energy_ha": -1151.50871, "e_above_lowest_kcal_mol": 75.4, "species": ["C", "C", "C", "C", "O", "Cl", "Cl", "H", "H", "H", "H", "H", "H"], "xyz": [[-0.55437, -0.62155, 1.11547], [-0.31737, 0.69861, 0.34942], [-0.64121, -0.86516, -1.12494], [1.13000, 1.08437, 0.13557], [-0.67990, -1.59995, 0.03711], [0.81780, -1.25341, -2.01060], [-2.03764, -0.78855, -2.15780], [0.27980, -0.67749, 1.77752], [-1.39491, -0.54581, 1.75746], [-1.22762, 1.25404, 0.13726], [1.35523, 0.74399, -0.84321], [1.91222, 0.42443, 0.65837], [1.35799, 2.14649, 0.16837]]}

{"formula": "C4H6Cl2O2", "method": "the ωB97M-V functional and the def2-TZVPD basis", "gap_ev": 10.1, "molar_mass_g_mol": 157.00, "charge": 0, "smiles": "OC/C(Cl)=C(\\Cl)CO", "total_energy_ha": -1226.83909, "e_above_lowest_kcal_mol": 4.6, "species": ["O", "C", "C", "Cl", "C", "Cl", "C", "O", "H", "H", "H", "H", "H", "H"], "xyz": [[-2.46013, 1.13177, 0.85245], [-1.54587, 1.18402, -0.21974], [-0.56964, 0.02451, -0.23871], [-1.37832, -1.50102, -0.26662], [0.77452, 0.15164, -0.26937], [1.54953, 1.66337, -0.21135], [1.68286, -1.06602, -0.29538], [2.56632, -1.08911, 0.83925], [-3.03323, 0.36097, 0.81670], [-2.10709, 1.23117, -1.18766], [-1.01865, 2.13653, -0.02044], [2.46067, -1.01057, -1.05501], [1.12246, -2.04119, -0.33592], [1.95659, -1.17608, 1.59179]]}

{"formula": "C4H6Cl8O2", "method": "the ωB97M-V functional and the def2-TZVPD basis", "gap_ev": 7.7, "molar_mass_g_mol": 369.71, "charge": 0, "total_energy_ha": -3987.71513, "species": ["C", "Cl", "Cl", "Cl", "Cl", "C", "Cl", "Cl", "Cl", "Cl", "C", "C", "O", "O", "H", "H", "H", "H", "H", "H"], "xyz": [[1.31471, 0.25059, -0.71783], [-0.07021, -0.25254, 0.36195], [2.11219, -1.20802, -1.39186], [0.66847, 1.26944, -1.92848], [2.25857, 1.18817, 0.35780], [3.18014, 2.63870, -2.95452], [3.37254, 3.62621, -1.50688], [3.76544, 1.01680, -2.78971], [1.43770, 2.53316, -3.21893], [3.89347, 3.38866, -4.47147], [-2.49729, -0.60275, 1.74559], [-1.93408, -1.88286, 1.11422], [-2.18970, -2.98497, 1.96841], [-2.16896, -0.50162, 3.05975], [-3.57234, -0.68309, 1.90659], [-2.42181, 0.33258, 1.19100], [-0.85160, -1.79977, 1.01720], [-2.28389, -1.96479, 0.08513], [-1.46056, -3.17453, 2.56342], [-2.55284, -1.18937, 3.60860]]}

{"formula": "C4H6ClF", "method": "the ωB97M-V functional and the def2-TZVPD basis", "gap_ev": 10.6, "molar_mass_g_mol": 108.54, "charge": 0, "smiles": "C[C@H](Cl)/C=C/F", "total_energy_ha": -715.94582, "e_above_lowest_kcal_mol": 66.0, "species": ["C", "C", "Cl", "C", "C", "F", "H", "H", "H", "H", "H", "H"], "xyz": [[1.51252, 1.42219, -0.31412], [0.83170, 0.40899, 0.52496], [1.09269, -1.12343, -0.08538], [-0.72696, 0.68536, 0.34805], [-1.41518, -0.39864, 0.03833], [-2.65544, 0.11502, -0.24760], [2.61004, 1.53666, -0.40169], [1.37116, 0.99212, -1.40502], [1.15485, 2.42121, -0.43911], [1.06371, 0.24916, 1.74106], [-1.04271, 1.72996, 0.68570], [-1.04630, -1.57333, -0.08428]]}

{"formula": "C4H6ClF", "method": "the ωB97M-V functional and the def2-TZVPD basis", "gap_ev": 11.8, "molar_mass_g_mol": 108.54, "charge": 0, "smiles": "FC1(Cl)CCC1", "total_energy_ha": -716.02908, "e_above_lowest_kcal_mol": 13.8, "species": ["F", "C", "Cl", "C", "C", "C", "H", "H", "H", "H", "H", "H"], "xyz": [[1.34600, 1.78854, 0.03380], [0.83457, 0.52332, 0.05574], [2.43148, -0.58086, 0.00232], [-0.16563, 0.08084, 1.08539], [-0.94776, -0.65674, -0.03822], [-0.08034, 0.17503, -1.02102], [0.30480, -0.52153, 1.84058], [-0.68846, 0.91527, 1.51693], [-2.06556, -0.65875, -0.23157], [-0.68949, -1.81351, -0.02682], [-0.67826, 1.07406, -1.36191], [0.39864, -0.32567, -1.85522]]}

{"formula": "C4H6ClF", "method": "the ωB97M-V functional and the def2-TZVPD basis", "gap_ev": 10.3, "molar_mass_g_mol": 108.54, "charge": 0, "smiles": "CC/C(Cl)=C/F", "total_energy_ha": -716.02517, "e_above_lowest_kcal_mol": 16.2, "species": ["C", "C", "C", "Cl", "C", "F", "H", "H", "H", "H", "H", "H"], "xyz": [[1.51249, 0.07459, -0.51639], [0.55123, 0.25911, 0.62996], [-0.88678, 0.25613, 0.18851], [-1.47341, 1.93142, -0.06369], [-1.76259, -0.77510, 0.05696], [-3.04105, -0.47306, -0.20268], [1.07286, -0.71149, -1.05977], [2.50350, -0.24905, -0.29059], [1.55764, 0.97402, -1.27816], [0.71760, -0.57905, 1.24883], [0.75258, 1.11188, 1.20877], [-1.50407, -1.81941, 0.07826]]}

{"formula": "C4H6ClF2NS", "method": "the ωB97M-V functional and the def2-TZVPD basis", "gap_ev": 9.1, "molar_mass_g_mol": 173.62, "charge": 0, "smiles": "CN(C)C(=S)C(F)(F)Cl", "total_energy_ha": -1268.82608, "species": ["C", "N", "C", "C", "S", "C", "F", "F", "Cl", "H", "H", "H", "H", "H", "H"], "xyz": [[0.84910, -1.04653, 0.20455], [-0.38658, -0.39828, 0.23110], [-1.42519, -1.29009, 0.05658], [-0.49651, 0.91433, 0.11844], [-1.89056, 1.74902, -0.06389], [0.93231, 1.96063, -0.07678], [1.95949, 1.82764, 0.76798], [0.52386, 3.23320, 0.02832], [1.21700, 1.49891, -1.75509], [1.15187, -1.52990, -0.74221], [1.76388, -0.34235, 0.29197], [0.90896, -1.88398, 0.95004], [-1.39923, -2.11082, 0.81651], [-2.39208, -0.78712, 0.06836], [-1.31633, -1.79466, -0.89588]]}

{"formula": "C4H6ClIO", "method": "the ωB97M-V functional and the def2-TZVPD basis", "gap_ev": 9.0, "molar_mass_g_mol": 232.45, "charge": 0, "total_energy_ha": -989.05901, "e_above_lowest_kcal_mol": 40.6, "species": ["C", "C", "C", "C", "O", "Cl", "I", "H", "H", "H", "H", "H", "H"], "xyz": [[0.77706, 0.73940, 0.17144], [1.38016, 0.92760, -1.18688], [-1.27432, -0.91100, -1.00685], [-0.21559, -1.11041, 0.09970], [0.74444, 1.22926, 1.22644], [1.05767, -2.23180, -0.20588], [-1.09663, -1.22303, 1.97304], [2.45060, 0.94484, -1.19439], [1.13809, 1.95864, -1.62879], [0.81082, 0.18826, -1.80118], [-2.28947, -0.80995, -0.59764], [-1.34411, -1.87985, -1.52053], [-1.00521, -0.15004, -1.72900]]}